51
Properties=species:S:1:pos:R:3:forces:R:3 method="wB97M-V/def2-TZVPD" energy_ev=-44630.498 gap_ha=0.2960 relative_energy_ev=0.357 charge=0 spin_multiplicity=1
O 3.2056 1.5134 -1.2994 -0.2 0.0 -0.1
C 2.1496 0.9446 -1.0728 -0.3 0.1 -0.1
N 0.9574 1.5965 -1.0953 -0.3 0.0 0.1
H 0.1546 1.1374 -0.6872 0.2 -0.1 -0.1
C 0.8560 3.0354 -1.1540 0.2 0.3 0.0
H 0.2822 3.3178 -2.0449 0.1 0.1 0.1
C 0.1554 3.5802 0.1008 0.0 -0.1 -0.3
C -1.2013 2.9713 0.2560 -0.1 0.3 -0.1
C -2.3766 3.4364 -0.2581 0.3 0.1 0.0
N -3.3971 2.5710 0.0326 -0.4 0.1 -0.1
C -2.9002 1.5225 0.7518 0.4 -0.3 0.2
C -3.5352 0.4015 1.2718 -0.1 0.0 0.1
C -2.7636 -0.5058 1.9638 -0.2 0.1 0.0
C -1.3914 -0.3070 2.1418 0.2 0.0 0.1
C -0.7554 0.7989 1.6264 0.0 0.0 0.1
C -1.5092 1.7352 0.9126 -0.5 0.0 0.0
H 0.3055 0.9397 1.7774 0.1 0.0 0.0
H -0.8209 -1.0431 2.6862 0.1 -0.1 0.0
H -3.2239 -1.3897 2.3781 -0.1 -0.1 0.0
H -4.5963 0.2507 1.1380 -0.1 -0.1 0.0
H -4.3639 2.7088 -0.2064 0.1 0.0 0.0
H -2.5626 4.3364 -0.8126 0.0 0.2 -0.1
H 0.7644 3.3508 0.9769 0.1 0.1 0.0
H 0.0713 4.6639 0.0105 0.1 0.0 0.1
H 1.8696 3.4327 -1.2432 -0.1 0.0 0.0
C 2.0334 -0.5044 -0.7908 0.5 -0.6 0.3
C 3.0153 -1.2825 -0.2831 -0.9 0.2 -0.4
C 4.3519 -0.9741 0.0981 0.8 0.4 0.1
C 5.1557 -1.8645 0.7829 -0.4 0.2 -0.2
C 6.4333 -1.3667 1.0622 0.3 0.1 0.0
C 6.6045 -0.1040 0.5769 -0.4 0.0 -0.1
S 5.2152 0.5009 -0.2242 0.8 -0.5 0.5
H 7.4822 0.5085 0.6488 0.2 0.1 0.0
H 7.1903 -1.9179 1.5919 0.1 -0.1 0.1
H 4.8126 -2.8396 1.0810 -0.1 -0.2 0.0
H 2.7433 -2.3107 -0.0791 0.0 0.0 -0.1
N 0.7503 -1.0466 -1.0279 -0.1 0.2 -0.2
C 0.0746 -1.9245 -0.2317 0.0 0.1 -0.1
O 0.5711 -2.4842 0.7241 0.1 -0.1 0.1
C -1.3510 -2.1411 -0.6212 -0.3 -0.2 0.0
C -1.9522 -3.3216 -0.1920 0.2 0.1 0.0
C -3.2812 -3.5770 -0.4680 0.0 0.0 0.0
C -4.0320 -2.6472 -1.1680 -0.1 0.1 0.0
C -3.4476 -1.4631 -1.5844 -0.1 0.0 -0.1
C -2.1153 -1.2074 -1.3155 0.2 -0.1 0.0
H -1.7002 -0.2587 -1.6266 0.1 0.1 0.0
H -4.0341 -0.7300 -2.1188 0.0 0.1 0.0
H -5.0726 -2.8406 -1.3828 -0.1 0.0 0.0
H -3.7347 -4.4984 -0.1340 0.0 -0.1 0.0
H -1.3529 -4.0262 0.3645 0.0 0.0 0.1
H 0.2664 -0.6781 -1.8329 0.0 -0.2 0.1

=====

60
Properties=species:S:1:pos:R:3:forces:R:3 method="wB97M-V/def2-TZVPD" energy_ev=-121006.994 gap_ha="0.1727 / 0.2333" s2=6.0876 charge=-2 spin_multiplicity=5
Cr 0.4203 0.7546 0.7754 0.3 0.0 -0.2
O 0.2447 -1.5903 -6.0472 0.2 -0.1 0.1
C 0.5343 -0.4515 -5.6343 -0.7 0.2 0.0
O 0.8143 0.5803 -6.2799 0.3 0.0 0.1
C 0.4168 -0.2433 -4.1008 0.2 0.0 0.1
C -0.2355 -1.1223 -3.2857 0.2 0.1 -0.1
C -0.3601 -0.9287 -1.8782 -0.1 -0.1 -0.1
N 0.1465 0.2021 -1.3017 0.2 0.2 0.1
C 0.8353 1.0546 -2.1217 0.0 -0.2 -0.4
C 0.9860 0.8775 -3.4800 -0.2 -0.1 0.2
C 1.5803 2.1703 -1.5062 0.2 0.3 0.2
C 2.0682 3.2586 -2.2413 0.0 0.0 0.2
C 2.8404 4.2037 -1.5974 0.0 -0.1 0.1
C 3.1194 4.0663 -0.2386 0.0 0.0 -0.1
C 2.5638 2.9995 0.4341 0.0 0.0 -0.1
N 1.8161 2.0927 -0.1936 -0.4 -0.4 0.1
C -1.0375 -2.0059 -1.1953 -0.1 -0.1 -0.1
C -1.0000 -3.2994 -1.7935 -0.1 -0.2 0.0
C -1.8275 -4.3093 -1.3974 0.1 0.2 0.0
C -2.7674 -4.0473 -0.3622 -0.1 0.0 0.0
C -2.6727 -2.8403 0.2662 0.0 -0.1 0.1
N -1.8133 -1.8627 -0.0560 0.2 0.1 -0.4
H -0.6930 -1.9748 -3.7634 0.0 0.1 0.0
H 1.5338 1.5659 -4.1044 0.0 0.0 0.0
H 1.8328 3.3583 -3.2892 0.0 0.0 0.0
H 3.2197 5.0540 -2.1501 0.0 0.0 0.0
H 3.7211 4.7885 0.2955 0.0 0.0 0.0
H 2.6685 2.8494 1.5023 0.0 0.0 0.0
H -0.2701 -3.4902 -2.5674 0.0 0.0 0.0
H -1.7510 -5.2878 -1.8534 0.0 0.0 0.0
H -3.4933 -4.7753 -0.0270 0.0 0.0 0.0
H -3.2912 -2.6305 1.1354 0.0 0.0 0.0
O -2.7257 4.5660 5.5128 -0.2 -0.1 0.1
C -2.1363 3.9441 4.6586 0.3 0.2 -0.1
S -0.7647 2.8795 4.9755 -0.1 0.0 0.0
C -0.4150 2.4539 3.3078 0.0 0.1 -0.1
C -1.2058 2.9976 2.3614 0.1 -0.1 0.1
S -1.0450 2.7599 0.6411 -0.1 -0.1 0.0
S -2.4839 4.0630 2.9322 -0.1 -0.1 0.0
S 0.9453 1.3871 3.0191 0.0 0.0 -0.1
C -1.7777 -0.6120 3.4545 0.2 0.3 -0.1
P -1.3575 -0.7311 1.6062 0.4 0.6 0.7
C -2.9993 0.0684 1.1627 -0.2 -0.5 0.0
C -0.3254 -2.2591 2.0092 -0.4 -0.2 -0.1
H -2.2317 -1.5667 3.7399 -0.1 0.0 0.0
H -2.4781 0.1904 3.6829 0.0 0.0 0.0
H -0.8784 -0.4704 4.0522 0.0 0.0 0.0
H -3.8514 -0.5874 1.3704 0.0 0.1 0.0
H -3.0052 0.3387 0.1099 0.0 0.0 0.0
H -3.0884 0.9674 1.7666 0.0 0.0 0.0
H -0.9500 -3.0883 2.3540 0.0 0.0 0.1
H 0.3574 -1.9584 2.8053 0.0 0.0 0.0
H 0.2434 -2.5892 1.1420 0.0 0.0 0.0
C 3.4628 -2.1301 -0.2662 0.1 0.0 0.1
O 2.3299 -1.2717 -0.2612 0.1 -0.1 0.0
C 2.0960 -0.5861 0.9169 -0.5 0.3 -0.2
O 2.8743 -0.7188 1.8346 0.2 -0.1 0.1
H 4.3943 -1.5609 -0.1905 -0.1 0.0 0.0
H 3.4361 -2.6695 -1.2120 0.0 0.0 0.0
H 3.4302 -2.8330 0.5708 0.0 0.0 0.0

=====

53
Properties=species:S:1:pos:R:3:forces:R:3 method="wB97M-V/def2-TZVPD" energy_ev=-42256.749 gap_ha=0.3313 smiles="CCOC(=O)[C@@]1([C@H](/C=C/c2cc(F)cc(F)c2)c2cc(F)cc(F)c2)CCCCC1=O" relative_energy_ev=0.000 charge=0 spin_multiplicity=1
C 4.1343 -1.0450 3.4192 0.3 -0.4 0.3
C 3.2383 0.1089 3.0907 0.3 -0.2 0.0
O 2.0685 -0.4526 2.4537 -0.1 0.8 0.1
C 1.3157 0.5296 1.9251 0.5 1.0 0.3
C 0.0709 0.0126 1.1726 0.0 0.1 2.7
C -1.0106 1.0776 1.5693 -1.2 0.6 0.0
O -0.8440 2.2734 1.4491 0.1 -1.1 -0.1
C -2.3921 0.6089 2.0808 0.4 0.2 -0.1
C -2.4573 -0.8047 2.6219 -0.1 -0.4 -0.1
C -1.7102 -1.7869 1.7160 0.0 0.1 0.1
C -0.2369 -1.4277 1.6739 0.0 0.0 0.1
O 1.6442 1.6969 2.0207 -0.4 -1.2 -0.4
H 5.0947 -0.6864 3.7940 0.0 0.0 0.0
H 3.6899 -1.6775 4.1912 0.0 0.0 -0.1
H 4.3281 -1.6541 2.5321 0.0 0.1 0.1
H 2.9145 0.6664 3.9794 0.2 -0.1 -0.3
H 3.7172 0.7995 2.3886 -0.1 0.0 0.2
H -2.7037 1.3339 2.8484 0.1 -0.1 -0.4
H -3.0859 0.7281 1.2293 0.3 0.0 0.2
H -2.0143 -0.8268 3.6277 -0.1 -0.1 -0.2
H -3.5053 -1.1094 2.7196 0.1 0.1 0.1
H -1.7986 -2.8116 2.1025 -0.1 0.2 -0.2
H -2.1270 -1.7716 0.6984 -0.1 0.0 0.2
H 0.3044 -2.1455 1.0459 -0.1 0.2 0.3
H 0.1911 -1.5309 2.6801 -0.3 0.0 -0.2
F 1.1113 -4.1594 -2.7068 0.5 0.8 1.0
C 1.6117 -3.1923 -1.8592 -0.3 -0.2 -0.3
C 2.9303 -3.3036 -1.4261 -0.3 0.3 -0.1
C 3.4108 -2.2449 -0.6609 0.4 -0.2 0.6
F 4.6700 -2.3726 -0.1039 -1.1 0.3 -0.8
C 2.6565 -1.1150 -0.3627 0.0 -0.2 -0.1
C 1.3019 -1.0875 -0.7247 0.1 0.0 -0.3
C 0.4342 0.1040 -0.2722 0.8 0.3 -2.2
C -0.7202 0.3936 -1.2094 0.1 0.9 -0.2
C -0.9490 1.6827 -1.5362 0.4 -0.9 0.8
C -1.8680 2.1959 -2.5255 -1.3 0.3 -1.1
C -2.2528 3.5569 -2.4857 0.2 -0.5 -0.1
C -3.0922 4.0484 -3.4711 -0.5 0.3 -0.2
F -3.4779 5.3692 -3.4250 0.4 -1.2 0.0
C -3.5967 3.2543 -4.5071 0.3 -0.1 0.4
C -3.2034 1.9155 -4.5136 -0.2 -0.4 -0.2
F -3.6734 1.1074 -5.5256 0.4 0.7 0.9
C -2.3741 1.3565 -3.5441 0.0 0.7 0.1
C 0.7694 -2.1474 -1.4700 0.2 -0.3 0.0
H 3.5535 -4.1504 -1.6974 -0.1 0.2 0.1
H 3.1046 -0.2819 0.1787 0.0 -0.3 -0.1
H 1.0823 0.9932 -0.3780 -0.2 -0.3 0.1
H -1.2944 -0.4382 -1.6144 0.0 0.3 0.0
H -0.4161 2.4516 -0.9698 0.1 -0.3 -0.3
H -1.8888 4.1966 -1.6822 -0.1 -0.1 -0.3
H -4.2714 3.6551 -5.2587 0.2 -0.1 0.1
H -2.0889 0.3067 -3.5658 -0.1 0.3 -0.2
H -0.2951 -2.1993 -1.7127 0.5 0.0 -0.1

=====

> Which value of charge does entry 1 give?

0

=====

> Which value of charge does entry 2 give?

-2

=====

Please write out number 1 again, unchanged.
51
Properties=species:S:1:pos:R:3:forces:R:3 method="wB97M-V/def2-TZVPD" energy_ev=-44630.498 gap_ha=0.2960 relative_energy_ev=0.357 charge=0 spin_multiplicity=1
O 3.2056 1.5134 -1.2994 -0.2 0.0 -0.1
C 2.1496 0.9446 -1.0728 -0.3 0.1 -0.1
N 0.9574 1.5965 -1.0953 -0.3 0.0 0.1
H 0.1546 1.1374 -0.6872 0.2 -0.1 -0.1
C 0.8560 3.0354 -1.1540 0.2 0.3 0.0
H 0.2822 3.3178 -2.0449 0.1 0.1 0.1
C 0.1554 3.5802 0.1008 0.0 -0.1 -0.3
C -1.2013 2.9713 0.2560 -0.1 0.3 -0.1
C -2.3766 3.4364 -0.2581 0.3 0.1 0.0
N -3.3971 2.5710 0.0326 -0.4 0.1 -0.1
C -2.9002 1.5225 0.7518 0.4 -0.3 0.2
C -3.5352 0.4015 1.2718 -0.1 0.0 0.1
C -2.7636 -0.5058 1.9638 -0.2 0.1 0.0
C -1.3914 -0.3070 2.1418 0.2 0.0 0.1
C -0.7554 0.7989 1.6264 0.0 0.0 0.1
C -1.5092 1.7352 0.9126 -0.5 0.0 0.0
H 0.3055 0.9397 1.7774 0.1 0.0 0.0
H -0.8209 -1.0431 2.6862 0.1 -0.1 0.0
H -3.2239 -1.3897 2.3781 -0.1 -0.1 0.0
H -4.5963 0.2507 1.1380 -0.1 -0.1 0.0
H -4.3639 2.7088 -0.2064 0.1 0.0 0.0
H -2.5626 4.3364 -0.8126 0.0 0.2 -0.1
H 0.7644 3.3508 0.9769 0.1 0.1 0.0
H 0.0713 4.6639 0.0105 0.1 0.0 0.1
H 1.8696 3.4327 -1.2432 -0.1 0.0 0.0
C 2.0334 -0.5044 -0.7908 0.5 -0.6 0.3
C 3.0153 -1.2825 -0.2831 -0.9 0.2 -0.4
C 4.3519 -0.9741 0.0981 0.8 0.4 0.1
C 5.1557 -1.8645 0.7829 -0.4 0.2 -0.2
C 6.4333 -1.3667 1.0622 0.3 0.1 0.0
C 6.6045 -0.1040 0.5769 -0.4 0.0 -0.1
S 5.2152 0.5009 -0.2242 0.8 -0.5 0.5
H 7.4822 0.5085 0.6488 0.2 0.1 0.0
H 7.1903 -1.9179 1.5919 0.1 -0.1 0.1
H 4.8126 -2.8396 1.0810 -0.1 -0.2 0.0
H 2.7433 -2.3107 -0.0791 0.0 0.0 -0.1
N 0.7503 -1.0466 -1.0279 -0.1 0.2 -0.2
C 0.0746 -1.9245 -0.2317 0.0 0.1 -0.1
O 0.5711 -2.4842 0.7241 0.1 -0.1 0.1
C -1.3510 -2.1411 -0.6212 -0.3 -0.2 0.0
C -1.9522 -3.3216 -0.1920 0.2 0.1 0.0
C -3.2812 -3.5770 -0.4680 0.0 0.0 0.0
C -4.0320 -2.6472 -1.1680 -0.1 0.1 0.0
C -3.4476 -1.4631 -1.5844 -0.1 0.0 -0.1
C -2.1153 -1.2074 -1.3155 0.2 -0.1 0.0
H -1.7002 -0.2587 -1.6266 0.1 0.1 0.0
H -4.0341 -0.7300 -2.1188 0.0 0.1 0.0
H -5.0726 -2.8406 -1.3828 -0.1 0.0 0.0
H -3.7347 -4.4984 -0.1340 0.0 -0.1 0.0
H -1.3529 -4.0262 0.3645 0.0 0.0 0.1
H 0.2664 -0.6781 -1.8329 0.0 -0.2 0.1

=====

> The lowest charge belongs to which entry?

C24H22CrN3O5PS4